[1]
Formula: C5H11NO2
Source: the OMol25 dataset
Level of theory: ωB97M-V/def2-TZVPD

As for the multiplicity: 1. The energy above the lowest of the compared OMol25 structures with the same formula, charge and spin is 66.5 kJ/mol. For the HOMO energy, the calculation gives -0.3542 Eh. As for the net charge: 0. As for the SMILES: C[C@@H](O)[C@@H](C)NC=O.

Bonds (Å) are listed after each position.
Atoms and positions in Å:
1 C -1.837 1.066 -0.629  C2 1.532, H9 1.086, H10 1.092, H11 1.096
2 C -0.736 0.876 0.420  C1 1.532, O3 1.432, C4 1.518, H12 1.098
3 O -1.279 0.106 1.497  C2 1.432, H13 0.958
4 C 0.510 0.209 -0.136  C2 1.518, C5 1.530, N6 1.457, H14 1.094
5 C 1.613 0.100 0.918  C4 1.530, H15 1.096, H16 1.095, H17 1.084
6 N 0.126 -1.099 -0.650  C4 1.457, C7 1.354, H18 1.013
7 C 0.959 -1.976 -1.257  N6 1.354, O8 1.210, H19 1.095
8 O 0.767 -3.169 -1.325  C7 1.210
9 H -2.583 0.285 -0.518  C1 1.086
10 H -1.443 1.046 -1.648  C1 1.092
11 H -2.297 2.055 -0.526  C1 1.096
12 H -0.441 1.862 0.803  C2 1.098
13 H -1.015 0.502 2.329  O3 0.958
14 H 0.838 0.880 -0.936  C4 1.094
15 H 1.823 1.078 1.365  C5 1.096
16 H 1.272 -0.551 1.729  C5 1.095
17 H 2.543 -0.220 0.463  C5 1.084
18 H -0.652 -1.509 -0.148  N6 1.013
19 H 1.833 -1.540 -1.753  C7 1.095


[2]
Formula: C5H11NO2
Source: the OMol25 dataset
Level of theory: ωB97M-V/def2-TZVPD

As for the multiplicity: 1. The energy above the lowest of the compared OMol25 structures with the same formula, charge and spin is 311.0 kJ/mol. For the HOMO energy, the calculation gives -0.3407 Eh. As for the net charge: 0. As for the SMILES: O=C[C@@H]1CCCN1.O.

Bonds (Å) are listed after each position.
Atoms and positions in Å:
1 O -2.056 1.391 -1.392  C2 1.194
2 C -1.791 1.147 -0.254  O1 1.194, C3 1.588, H8 1.181
3 C -0.335 0.592 0.051  C2 1.588, C4 1.450, N7 1.488, H9 1.140
4 C -0.064 -0.795 -0.273  C3 1.450, C5 1.637, H10 1.090, H11 1.099
5 C 0.633 -1.469 1.046  C4 1.637, C6 1.624, H12 1.146, H13 1.019
6 C 0.076 -0.426 2.160  C5 1.624, N7 1.471, H14 1.113, H15 1.060
7 N -0.075 0.874 1.489  C3 1.488, C6 1.471, H16 0.958
8 H -2.458 1.090 0.720  C2 1.181
9 H 0.341 1.324 -0.503  C3 1.140
10 H -0.951 -1.421 -0.375  C4 1.090
11 H 0.367 -0.923 -1.276  C4 1.099
12 H 0.381 -2.551 1.325  C5 1.146
13 H 1.642 -1.536 0.928  C5 1.019
14 H 0.720 -0.551 3.059  C6 1.113
15 H -0.811 -0.737 2.649  C6 1.060
16 H 0.758 1.336 1.587  N7 0.958
17 O 1.134 0.889 -3.999  H18 0.948, H19 1.077
18 H 0.644 0.267 -3.477  O17 0.948
19 H 1.845 1.498 -3.466  O17 1.077